Molecular formula: C10H18ClNO
Method: DFT, ωB97M-V/def2-TZVPD

Last column: Löwdin charge in e.
Geometry (Å):
C (-3.5029, 0.1522, 0.4864)  -0.0419
N (-2.2560, -0.2076, -0.1234)  -0.1681
C (-2.0251, 0.0142, -1.5176)  -0.0974
C (-1.3730, -0.6847, 0.7273)  -0.4435
O (-1.5590, -1.1137, 1.8226)  0.0996
C (0.2122, -0.7455, -0.1411)  -0.5829
Cl (0.1780, -2.3079, -0.9568)  0.7250
C (1.1058, 0.4278, -0.4995)  -0.4776
C (0.4259, 1.7611, -0.4504)  -0.0343
C (1.9139, 0.3095, -1.7380)  -0.0478
C (1.3953, -0.4337, 0.7404)  -0.4368
C (1.2667, 0.2472, 2.0926)  -0.0357
C (2.5664, -1.4044, 0.8316)  -0.0422
H (-4.1016, 0.8452, -0.2123)  0.1187
H (-3.9401, -0.7953, 0.8528)  0.1004
H (-3.3179, 0.7843, 1.4080)  0.1071
H (-2.6728, -0.6830, -2.1754)  0.1212
H (-2.3979, 0.9047, -1.9547)  0.0668
H (-0.9323, -0.1369, -1.8644)  0.0845
H (-0.3568, 1.6036, -1.1849)  0.0521
H (0.8639, 2.7575, -0.6432)  0.0937
H (-0.0446, 1.8574, 0.6027)  0.1105
H (1.3761, 0.0453, -2.6823)  0.1001
H (2.5189, -0.5482, -1.5977)  0.0417
H (2.5384, 1.2531, -1.8137)  0.1152
H (1.5545, -0.4241, 2.8657)  0.0717
H (0.2592, 0.5656, 2.4161)  0.0829
H (1.9385, 1.0829, 1.9626)  0.0952
H (3.1750, -1.1494, 1.6781)  0.0693
H (3.1777, -1.5859, 0.0077)  0.0441
H (2.0136, -2.3913, 1.0609)  0.1084

Calculated values
- highest occupied orbital energy (eV) = -8.93
- Kohn-Sham gap (eV) = 9.639
- SMILES string = CN(C)C(=O)C1(Cl)C(C)(C)C1(C)C
- LUMO energy (eV) = 0.709